Entry 1:
Density functional theory data (ωB97M-V/def2-TZVPD) for 9 unconnected molecules or ions with the total composition C21H60O9 at a distorted geometry.

**Relative energy (zero: lowest compared OMol25 entry of this formula, charge and spin)**: 869.8 kJ/mol
**SMILES string**: CC(C)O.CC(C)O.CC(C)O.CC(C)O.CC(C)O.CC(C)O.CO.CO.CO
**2S+1**: 1
**HOMO-LUMO gap**: 9.626 eV
**LUMO**: 0.3 eV
**Energy**: -41168.54724 eV
**Highest occupied orbital energy**: -9.36 eV

Last column: Mulliken charge in e.
Positions of all 90 atoms, in Å:
O (-1.39257, 2.42038, -2.02192)  -0.281
O (2.37343, 1.30438, 0.17008)  -0.248
O (-2.61257, -4.87162, -1.00692)  -0.558
O (2.42343, -1.09162, 1.33908)  -0.146
O (-0.90457, -3.84962, 1.76308)  -0.555
O (-1.88257, 3.10938, 2.41008)  -0.515
O (-4.26857, -0.35362, -0.27292)  -0.522
O (-0.12957, 0.29238, -1.10792)  1.614
O (-2.55557, -1.52062, 1.49408)  -0.711
C (0.76143, -0.74662, -1.42792)  -0.019
C (-0.66557, 3.33838, 2.45208)  1.020
C (-3.47257, 0.60838, -0.92492)  0.166
C (-0.88357, -0.26362, 2.14508)  0.781
C (-2.19357, -1.46562, 3.83308)  -1.771
C (4.60143, -1.27062, 2.02708)  -1.842
C (0.50843, -3.76962, 1.68108)  -0.039
C (-1.85757, 2.51538, -3.18592)  1.187
C (2.57643, 2.40638, -1.76992)  -1.057
C (-1.96157, 3.91138, -3.75992)  -1.729
C (3.13343, 2.20338, -0.29492)  0.647
C (-0.95657, 1.70538, -4.09192)  -1.200
C (3.52243, -1.50562, 1.00208)  1.560
C (4.56043, 1.68338, -0.34692)  -1.577
C (-0.39057, -4.60562, -1.68692)  -1.172
C (-1.83957, -4.08862, -1.61092)  0.053
C (-2.22557, -0.84162, 2.46408)  0.083
C (-1.95257, -2.62962, -1.26092)  0.554
C (0.02543, 3.44538, 1.14608)  -0.478
C (-0.54057, 4.49138, 3.23408)  -1.771
C (3.46043, -2.91162, 0.53208)  -1.904
H (4.57143, -0.24562, 2.34408)  0.405
H (-2.19257, -4.17162, -2.62592)  0.539
H (2.73243, -3.03562, -0.14392)  0.411
H (-2.35157, 4.59438, -3.00392)  0.404
H (-0.93357, 5.36038, 2.80208)  0.382
H (0.13743, -4.14962, -2.53492)  0.312
H (-2.57057, 3.94538, -4.65492)  0.404
H (-1.00457, 4.36738, -3.92192)  0.364
H (-2.97257, -0.04562, 2.49008)  0.598
H (1.07243, 3.58738, 1.37908)  0.241
H (-2.84257, 2.01338, -3.22792)  -0.022
H (-1.72257, -0.75062, 4.48208)  0.391
H (0.88443, -3.20462, 2.54608)  0.263
H (-1.15657, -2.35462, -0.62092)  -0.974
H (5.16343, 2.52638, -0.73092)  0.471
H (-0.38257, 4.23338, 0.54408)  0.428
H (4.89543, 1.37738, 0.64708)  0.271
H (1.54843, 2.70238, -1.73592)  0.212
H (-1.12357, 0.65338, -3.73892)  0.184
H (-2.84557, 0.09238, -1.69092)  -0.212
H (0.24143, -4.38062, -0.82992)  0.039
H (-1.02757, 1.54738, -1.95692)  0.107
H (-2.74057, 1.05238, -0.16492)  -0.257
H (0.85343, -3.15262, 0.90508)  -0.597
H (-0.72457, -0.03462, -0.46192)  -0.799
H (2.53743, 1.46738, -2.45592)  0.181
H (-0.29357, 2.45038, 2.94908)  -0.176
H (0.03843, 2.01738, -3.98492)  0.248
H (-3.46457, -4.93562, -1.46892)  0.386
H (1.00143, -4.72662, 1.60308)  0.479
H (-1.18257, 1.90438, -5.17892)  0.413
H (3.93643, -0.95362, 0.12608)  -0.196
H (-1.55557, -2.36062, 3.71708)  0.323
H (4.38943, -1.82262, 3.01108)  0.307
H (4.35143, -3.37162, 0.23708)  0.507
H (-5.20257, -0.08362, -0.35192)  0.329
H (-0.37557, 0.14238, 3.01208)  0.757
H (-0.30557, -5.65862, -1.82692)  0.445
H (-0.23357, -1.01562, 1.69508)  -0.336
H (4.66343, 0.85738, -1.04292)  0.329
H (5.51543, -1.64562, 1.69108)  0.439
H (-3.19557, -1.00362, 1.06708)  0.283
H (-0.10257, 2.52038, 0.58908)  -0.316
H (-0.99457, 4.39738, 4.20708)  0.404
H (3.15943, -3.52762, 1.36208)  0.338
H (-2.23857, 3.36238, 1.56208)  0.378
H (-1.95757, -2.27062, -2.29192)  0.414
H (2.31243, -0.16462, 1.11908)  0.406
H (0.32743, -1.24762, -2.28492)  0.409
H (-4.07457, 1.40038, -1.43992)  0.443
H (0.87143, -1.44862, -0.61092)  -0.797
H (-1.06557, 0.58338, 1.47808)  -1.107
H (3.00243, 3.21538, -2.36992)  0.525
H (1.48243, 1.53338, 0.05108)  -0.466
H (-1.40257, -3.08262, 1.48608)  0.194
H (3.09843, 3.06138, 0.31508)  0.347
H (1.78243, -0.38962, -1.70892)  0.001
H (-2.88957, -2.40362, -0.73092)  0.105
H (-3.20657, -1.68162, 4.08408)  0.446
H (0.50143, 4.70438, 3.36808)  0.422



Entry 2:
Density functional theory data (ωB97M-V/def2-TZVPD) for a molecular structure, C21H65AlBrO13S at a distorted geometry.

**Relative energy (zero: lowest compared OMol25 entry of this formula, charge and spin)**: 0.0 kJ/mol
**Charge**: -1
**2S+1**: 1
**HOMO-LUMO gap**: 6.721 eV
**LUMO**: 2.0 eV
**Energy**: -136920.84558 eV
**Highest occupied orbital energy**: -4.68 eV

Last column: Mulliken charge in e.
Positions of all 102 atoms, in Å:
Br (-0.33275, -6.20384, -1.44283)  -0.376
S (2.84654, -0.91669, -1.31487)  -0.436
Al (1.27771, -1.79997, -2.74548)  0.047
O (1.97271, -4.98252, -2.32759)  -0.433
O (2.00813, -3.40277, -7.49654)  -0.511
O (4.47252, -3.18735, 8.14017)  -0.505
O (-1.34677, 2.48745, 2.61397)  -0.429
O (-0.74657, 3.89047, -8.10177)  -0.472
O (-5.45483, -0.15522, 1.58715)  -0.462
O (-0.23248, 4.44194, -2.94388)  -0.274
O (-4.95475, -4.40484, 1.04927)  -0.510
O (3.80742, 0.06554, 6.62320)  -0.509
O (-5.16816, 4.01216, 0.74846)  -0.401
O (1.25459, 2.29913, 3.94264)  -0.551
O (1.80467, 2.15260, -4.97362)  -0.412
O (5.81923, -6.73135, 8.52661)  -0.500
C (-1.06781, 0.05190, -2.31540)  -0.455
C (5.12255, -3.71692, 6.98671)  -0.575
C (-2.40821, 2.15211, -1.61629)  -1.019
C (-1.16153, 1.57681, -2.29337)  -0.452
C (-0.10249, 5.83837, -2.74169)  -0.641
C (-6.15573, 4.51215, -0.13976)  -0.649
C (-0.04906, -0.44570, -3.37724)  -0.137
C (2.65147, -4.18762, -6.48831)  -0.386
C (-3.94938, -4.69096, 0.07247)  -0.454
C (1.62225, 2.37298, -6.36679)  -0.602
C (-2.23299, 2.57935, -0.15089)  -0.746
C (0.89337, -4.66244, -1.97969)  0.305
C (-2.55852, 1.82428, 2.29075)  -0.636
C (0.25922, -3.35230, -1.84596)  -0.661
C (1.32445, 1.00228, 4.51909)  -0.243
C (5.16475, 0.49647, 6.56896)  -0.640
C (-4.82115, -1.33727, 2.09113)  -0.379
C (7.18148, -6.32350, 8.46804)  -0.477
C (-2.73985, 1.50862, 0.80770)  -0.284
C (-1.40428, 3.90586, 2.59856)  -0.819
C (-0.83490, 3.25900, -9.37240)  -0.575
H (-0.94322, 4.30024, 1.69240)  0.246
H (-1.85760, 3.27007, -9.75987)  0.275
H (-5.92436, 4.26190, -1.17905)  0.259
H (-2.72700, 3.02758, -2.18417)  0.463
H (-0.43696, 6.04594, -1.72736)  0.182
H (1.97150, -4.41738, -5.66780)  0.136
H (-5.17367, -2.23184, 1.58077)  0.198
H (-2.54637, 0.88723, 2.85017)  0.250
H (4.66579, -3.32886, 6.07345)  0.300
H (0.57385, 0.88195, 5.30935)  0.234
H (2.31253, 0.88588, 4.95412)  -0.039
H (2.65441, 2.51683, -4.71412)  0.232
H (-3.38907, -5.59240, 0.32797)  0.264
H (-3.26502, -3.84735, 0.06006)  0.150
H (5.01138, -4.79749, 7.00899)  0.295
H (-4.98811, -1.43654, 3.16776)  0.263
H (-2.43183, 4.26139, 2.65524)  0.381
H (5.23955, 1.55645, 6.31545)  0.309
H (-0.25291, 1.95841, -1.83048)  0.261
H (-3.80615, 1.35895, 0.63961)  0.248
H (-0.78140, -0.30393, -1.31921)  0.096
H (-2.74131, 3.52879, 0.02326)  0.596
H (2.40430, 1.88093, -6.95284)  0.384
H (-0.47889, 2.22567, -9.33329)  0.272
H (5.67320, 0.32096, 7.52275)  0.284
H (-0.74750, -3.40326, -2.25883)  0.368
H (1.60223, 3.43766, -6.61123)  0.303
H (-0.72370, 6.41271, -3.43741)  0.294
H (0.15878, -3.15292, -0.77726)  0.380
H (-1.17835, 2.75993, 0.05736)  0.378
H (0.93671, 6.16879, -2.83938)  0.268
H (2.08319, -2.34176, -4.03643)  -0.213
H (1.26992, -3.91420, -7.83280)  0.280
H (5.65778, -0.08305, 5.79322)  0.254
H (3.36024, 0.57727, 7.30214)  0.287
H (-5.56516, -5.14517, 1.07282)  0.264
H (0.37986, 2.38826, 3.54497)  0.539
H (-0.60476, -0.85210, -4.22582)  0.401
H (-2.22504, 0.57726, 0.56940)  0.238
H (7.26329, -5.26209, 8.22222)  0.181
H (-1.30015, 3.40022, -7.48834)  0.283
H (-6.39963, -0.22947, 1.73677)  0.265
H (7.68464, -6.51143, 9.42088)  0.276
H (0.07032, 4.22459, -3.83087)  0.176
H (-6.16219, 5.59478, -0.03617)  0.228
H (0.66476, 1.93435, -6.63140)  0.121
H (-2.04760, -0.38175, -2.53024)  0.194
H (2.50020, -1.43111, -0.13329)  0.014
H (3.47167, -3.60102, -6.08840)  0.206
H (6.18848, -3.46858, 6.99286)  0.200
H (-3.41196, 2.39146, 2.67338)  0.286
H (4.56665, -2.23168, 8.09869)  0.289
H (5.38902, -6.20673, 9.20721)  0.300
H (-5.14131, 3.05428, 0.65944)  0.258
H (0.51275, 0.41950, -3.72188)  -0.275
H (-7.15239, 4.13214, 0.10554)  0.274
H (-0.83740, 4.28055, 3.45019)  0.301
H (-3.21596, 1.41976, -1.67976)  0.419
H (3.04363, -5.11649, -6.91773)  0.290
H (1.17870, 0.22480, 3.76373)  0.237
H (-3.75473, -1.22203, 1.91106)  0.138
H (-1.12809, 1.90542, -3.33314)  0.292
H (-4.38218, -4.80591, -0.92380)  0.293
H (7.67075, -6.90492, 7.69116)  0.217
H (-0.19901, 3.82033, -10.05255)  0.217



> Which value of 2S+1 does entry 2 give?

1